Record 1
The following is a DFT calculation (wB97M-V/def2-TZVPD) of a structure of composition CH10CeN3O3 at a distorted geometry.

Summary:
* E: -24731.6132 eV
* highest occupied orbital energy: -0.466 hartree
* energy above the lowest of the compared OMol25 structures with the same formula, charge and spin: 154.2 kJ/mol
* charge: +1
* molecular weight: 252.2 g/mol
* LUMO energy: -4.479 eV

Last column: Mulliken charge in e.
CARTESIAN COORDINATES (ANGSTROEM)
C1 -2.710 0.288 -1.270  -1.224
Ce1 -0.751 0.294 -0.045  1.273
N1 2.203 -0.302 1.488  -0.448
N2 0.565 -0.315 -2.262  -0.723
H1 1.545 -1.119 1.321  0.420
H2 1.666 0.537 1.144  0.300
H3 -3.512 0.710 -0.621  0.394
H4 -2.952 -0.793 -1.452  0.350
H5 -2.733 0.804 -2.248  0.348
H6 0.736 -1.291 -1.977  0.331
H7 1.455 0.041 -2.619  0.276
H8 -0.073 -0.360 -3.063  0.282
H9 3.047 -0.442 0.940  0.361
H10 2.438 -0.214 2.486  0.381
O1 0.418 1.133 3.429  -0.479
N3 -0.037 1.021 2.297  0.384
O2 -1.258 1.398 2.036  -0.552
O3 -0.049 -1.388 0.415  -0.673



Record 2
The following is a DFT calculation (wB97M-V/def2-TZVPD) of the molecule C6H12O.

Summary:
* structure (SMILES): CC1(O)CCCC1
* E: -8464.1632 eV
* highest occupied orbital energy: -0.370 hartree
* energy above the lowest of the compared OMol25 structures with the same formula, charge and spin: 18.4 kJ/mol
* molecular weight: 100.2 g/mol
* LUMO energy: 0.956 eV

Last column: Mulliken charge in e.
CARTESIAN COORDINATES (ANGSTROEM)
C1 0.689 1.534 -1.226  -1.343
C2 0.117 0.708 -0.056  1.442
O1 -0.226 1.559 1.043  -0.589
C3 -1.104 -0.148 -0.457  -1.097
C4 -1.125 -1.270 0.577  -0.654
C5 0.356 -1.658 0.659  -0.568
C6 1.107 -0.317 0.558  -1.175
H1 0.548 2.606 -1.053  0.302
H2 0.209 1.289 -2.180  0.333
H3 1.764 1.371 -1.347  0.310
H4 -0.764 2.285 0.708  0.368
H5 -2.023 0.450 -0.503  0.402
H6 -0.935 -0.577 -1.454  0.379
H7 -1.469 -0.874 1.539  0.276
H8 -1.775 -2.107 0.299  0.388
H9 0.612 -2.294 -0.197  0.277
H10 0.609 -2.217 1.566  0.312
H11 2.030 -0.399 -0.025  0.305
H12 1.379 0.061 1.548  0.332



Record 3
The following is a DFT calculation (wB97M-V/def2-TZVPD) of a structure of composition C40H61BClN6O3PRuS2Si.

Summary:
* E: -112170.1960 eV
* 2S+1: 6
* highest occupied orbital energy (alpha / beta): -0.350 / -0.379 hartree
* energy above the lowest of the compared OMol25 structures with the same formula, charge and spin: 0.9 kJ/mol
* charge: +1
* molecular weight: 944.5 g/mol
* LUMO energy (alpha / beta): -2.144 / -5.073 eV
* expectation value of S²: 8.78

Last column: Löwdin spin population.
CARTESIAN COORDINATES (ANGSTROEM)
Ru1 -0.368 -0.522 0.193  3.310
C1 2.808 3.136 -2.563  0.002
N1 2.666 3.189 -1.118  0.068
C2 2.016 4.145 -0.436  0.171
C3 2.092 3.811 0.902  0.121
N2 2.793 2.679 1.018  0.080
B1 3.375 2.197 2.392  0.007
N3 3.087 0.698 2.752  0.010
C4 4.049 0.010 3.462  0.003
C5 3.442 -0.968 4.163  0.004
N4 2.096 -0.889 3.866  0.008
C6 1.075 -1.556 4.652  0.002
C7 1.900 0.109 2.969  0.018
S1 0.382 0.609 2.291  0.098
C8 3.155 2.253 -0.227  0.027
S2 4.048 0.908 -0.590  0.477
H1 2.952 4.145 -2.942  0.001
H2 1.915 2.699 -3.009  0.002
H3 3.667 2.521 -2.811  0.001
H4 1.533 4.976 -0.919  0.008
H5 1.698 4.324 1.761  0.005
H6 4.570 2.322 2.344  0.003
H7 2.855 2.894 3.224  0.000
H8 5.080 0.310 3.429  0.001
H9 3.829 -1.694 4.855  0.000
H10 1.248 -1.342 5.705  0.000
H11 1.109 -2.633 4.500  0.000
H12 0.105 -1.164 4.361  0.002
N5 -2.267 3.355 -3.257  0.000
C9 -1.511 2.237 -2.704  0.000
C10 -0.811 2.651 -1.421  0.007
O1 -0.992 3.917 -1.090  0.008
O2 -0.118 1.900 -0.766  0.033
H13 -1.976 3.591 -4.195  0.000
H14 -1.608 4.264 -1.790  0.000
H15 -3.259 3.150 -3.279  0.000
H16 -0.735 1.885 -3.388  0.000
H17 -2.143 1.380 -2.470  0.000
Cl1 2.683 0.206 -5.069  0.001
C11 1.245 -0.266 -4.235  0.002
C12 0.108 -0.621 -4.941  -0.002
C13 -1.008 -1.005 -4.219  0.001
C14 -0.937 -1.027 -2.836  0.004
N6 0.165 -0.687 -2.163  0.060
C15 1.238 -0.301 -2.849  0.012
H18 0.107 -0.601 -6.023  0.000
H19 -1.926 -1.285 -4.717  0.000
H20 -1.787 -1.307 -2.229  0.001
H21 2.127 -0.045 -2.287  0.010
C16 0.957 -4.036 -2.205  0.001
C17 -0.098 -4.352 -1.144  0.019
C18 -1.480 -4.505 -1.782  0.001
P1 -0.113 -3.145 0.263  0.065
C19 1.516 -3.414 1.121  0.009
C20 2.094 -4.830 1.084  0.002
C21 2.565 -2.414 0.625  0.025
C22 -1.431 -3.853 1.355  0.004
C23 -1.312 -5.337 1.702  0.002
C24 -1.574 -3.034 2.631  -0.001
H22 0.947 -4.815 -2.970  0.000
H23 1.965 -3.994 -1.795  0.000
H24 0.758 -3.087 -2.699  0.000
H25 0.169 -5.309 -0.687  0.003
H26 -1.810 -3.575 -2.246  0.000
H27 -2.244 -4.812 -1.069  0.000
H28 -1.436 -5.265 -2.564  0.000
H29 1.283 -3.161 2.159  0.000
H30 2.371 -5.123 0.070  0.000
H31 1.411 -5.581 1.475  0.000
H32 3.006 -4.865 1.684  0.001
H33 2.868 -2.627 -0.402  0.000
H34 3.461 -2.459 1.250  0.001
H35 2.208 -1.380 0.655  0.020
H36 -2.339 -3.709 0.760  0.000
H37 -0.522 -5.505 2.435  0.000
H38 -1.120 -5.973 0.838  0.000
H39 -2.247 -5.678 2.153  0.000
H40 -0.657 -3.072 3.208  0.000
H41 -2.364 -3.453 3.258  0.000
H42 -1.804 -1.987 2.434  0.000
C25 -5.436 1.718 1.691  0.001
C26 -3.991 1.286 1.415  0.003
C27 -3.423 0.677 2.707  -0.001
C28 -3.120 2.493 1.044  0.000
Si1 -3.895 -0.034 0.068  0.032
O3 -2.345 -0.531 -0.083  0.234
C29 -5.091 -1.434 0.469  0.003
C30 -4.811 -2.386 1.453  0.000
C31 -5.714 -3.386 1.785  0.000
C32 -6.940 -3.452 1.138  0.000
C33 -7.252 -2.509 0.169  0.000
C34 -6.338 -1.517 -0.160  0.001
C35 -4.502 0.574 -1.627  0.004
C36 -5.069 1.822 -1.896  0.001
C37 -5.579 2.138 -3.153  0.000
C38 -5.512 1.213 -4.184  0.000
C39 -4.955 -0.037 -3.944  0.000
C40 -4.471 -0.348 -2.682  0.001
H43 -5.453 2.483 2.475  0.000
H44 -6.041 0.877 2.035  0.000
H45 -5.933 2.139 0.815  0.000
H46 -3.443 1.424 3.508  0.000
H47 -2.385 0.358 2.585  0.000
H48 -4.014 -0.179 3.046  0.000
H49 -3.111 3.219 1.864  0.000
H50 -3.479 3.015 0.154  0.000
H51 -2.083 2.193 0.869  0.000
H52 -3.870 -2.337 1.988  0.000
H53 -5.466 -4.107 2.554  0.000
H54 -7.650 -4.228 1.392  0.000
H55 -8.210 -2.546 -0.333  0.000
H56 -6.611 -0.796 -0.921  0.000
H57 -5.138 2.566 -1.113  0.000
H58 -6.034 3.106 -3.322  0.000
H59 -5.912 1.454 -5.161  0.000
H60 -4.932 -0.779 -4.734  0.000
H61 -4.097 -1.351 -2.500  0.000



Q: Which formula does entry 1 have?
A: CH10CeN3O3